This record from the OMol25 dataset describes a molecular structure, C10H20N2OPSr at a distorted geometry. The level of theory is ωB97M-V/def2-TZVPD.

Geometry as XYZ:
```
35
Properties=species:S:1:pos:R:3:forces:R:3:mulliken_charge:R:1
H -1.923 1.350 -0.458 -0.1 0.3 0.4 -0.22
H -1.641 4.355 1.021 0.3 0.1 0.0 0.45
H -2.061 1.310 1.353 -0.1 0.2 -0.3 -0.41
H 1.729 4.276 0.266 0.4 -0.3 0.1 0.31
H -0.273 -2.154 4.144 0.2 0.0 -0.6 0.06
H -0.442 -4.366 -4.499 -0.1 0.0 0.2 0.39
N -0.602 2.643 0.578 0.2 0.1 -0.2 -0.09
C -0.483 -4.734 -2.286 -0.3 0.7 0.0 -0.70
H 2.409 0.600 -0.814 0.1 0.1 0.2 0.28
H -2.425 -2.602 -4.002 0.2 -0.1 0.2 0.36
C -2.127 -3.165 -1.850 0.5 -0.5 0.0 -0.49
C -0.864 -4.136 -3.523 -0.4 0.0 0.9 -0.37
C -1.243 -4.134 -1.240 -0.2 0.5 -0.5 -0.26
O 0.204 0.571 0.331 0.9 2.1 -0.1 -0.41
C 2.351 3.465 0.663 0.0 0.1 0.1 -1.13
H 1.687 -1.875 3.393 -0.2 -0.1 -0.2 0.11
P 0.404 -2.306 2.886 0.5 -0.6 1.5 -0.09
C -1.895 -3.200 -3.260 0.3 0.0 0.6 -0.86
H 0.254 -5.525 -2.163 -0.1 0.2 0.0 0.38
H 0.636 -3.719 3.037 0.0 0.3 0.0 0.05
H 3.677 1.443 0.134 -0.2 -0.2 0.0 0.34
H 3.314 3.454 0.143 -0.3 0.3 0.1 0.37
H -1.214 -4.396 -0.170 -0.1 0.0 -0.5 0.37
C -1.890 1.959 0.467 -0.2 0.1 0.0 0.69
N 1.755 2.159 0.429 0.3 0.6 -0.1 0.18
H -2.921 -2.603 -1.336 0.2 -0.3 -0.3 0.48
H 2.544 3.640 1.736 -0.1 0.0 -0.3 0.34
C 0.462 1.826 0.463 -1.0 -1.7 0.1 1.39
H 2.563 0.262 0.916 0.2 0.3 -0.1 0.09
H -0.017 4.322 1.729 -0.1 0.0 -0.2 0.36
H -2.678 2.717 0.424 0.1 -0.3 0.0 0.55
Sr -1.092 -1.212 0.529 -1.2 -1.3 -1.0 -1.79
C -0.603 4.075 0.834 0.0 0.0 0.0 -1.28
H -0.249 4.649 -0.034 -0.1 -0.1 0.2 0.28
C 2.655 1.051 0.156 0.3 -0.4 0.0 -0.75
```
Positions in Å, forces in eV/Å.

Values from the calculation:
Frontier orbital gap ... 2.7 eV
Net charge ... -1
Energy above the lowest of the compared OMol25 structures with the same formula, charge and spin ... 0.0 kcal/mol
Lowest unoccupied orbital energy ... 2.32 eV
E_tot ... -25842.8970 eV